Record 1
A cluster of 4 separate species, C10H24N2O6P in total in a non-equilibrium geometry. Source: the OMol25 dataset; level of theory: ωB97M-V with the def2-TZVPD basis set.

frontier orbital gap = 8.58 eV
total charge = +1
multiplicity = 1
HOMO = -13.049 eV

Cartesian coordinates (Å):
C (-0.86826, 1.26805, 2.37769)
C (-1.10945, -0.05175, 1.60107)
C (-1.17723, 0.13656, 0.12637)
C (-2.30224, -0.24227, -0.59690)
N (-2.37007, -0.09556, -1.90751)
N (-1.43381, 0.43085, -2.68429)
C (-0.35661, 0.78645, -2.02634)
C (-0.14595, 0.65104, -0.64523)
C (1.16880, 1.03611, -0.10443)
P (2.24224, -0.45696, -0.29911)
O (1.42077, -1.48553, -0.97640)
O (2.70338, -0.99949, 1.09800)
O (3.50235, -0.14004, -1.15698)
H (0.03703, 1.21910, 2.96946)
H (-0.78226, 2.11410, 1.70999)
H (-1.70031, 1.47741, 3.03225)
H (-2.08237, -0.41395, 1.91611)
H (-0.38772, -0.81344, 1.86962)
H (-3.15470, -0.66688, -0.09426)
H (-3.20230, -0.40511, -2.39184)
H (0.43663, 1.20466, -2.62579)
H (1.63490, 1.86005, -0.63371)
H (1.15534, 1.26796, 0.94976)
H (1.98719, -1.53482, 1.47964)
H (3.24505, -0.21601, -2.09400)
C (-3.67167, 4.08615, 1.49602)
O (-2.36680, 4.01270, 2.07037)
H (-3.60357, 3.71954, 0.47394)
H (-4.37977, 3.46508, 2.05092)
H (-4.03341, 5.11536, 1.47616)
H (-2.43028, 4.34340, 2.97011)
C (2.03725, -0.67288, -5.09386)
O (2.05868, -0.77700, -3.66570)
H (2.95927, -0.19191, -5.40591)
H (1.98083, -1.66265, -5.54801)
H (1.19002, -0.06913, -5.42707)
H (1.24947, -1.20436, -3.37256)
C (1.78490, -4.43907, 3.20679)
O (1.37977, -3.66757, 2.06999)
H (1.38458, -3.95833, 4.09469)
H (1.38983, -5.45376, 3.14112)
H (2.87298, -4.47716, 3.28098)
H (1.73751, -4.09896, 1.28885)

Forces on the atoms, in the same order (eV/Å):
C 0.25 -0.27 -0.27
C -0.62 0.60 0.42
C 0.31 -0.08 -0.57
C 0.17 0.05 0.52
N -0.05 0.02 -0.20
N -0.03 -0.19 0.62
C 0.11 0.18 -0.43
C -0.44 0.18 0.07
C 1.09 -0.29 0.39
P -1.33 -2.15 -1.20
O -0.75 0.18 -0.04
O 0.57 1.07 0.35
O 0.67 0.90 0.71
H 0.14 -0.03 0.19
H -0.06 0.24 -0.08
H -0.14 0.04 0.18
H -0.06 -0.39 0.07
H 0.21 -0.22 -0.10
H -0.25 -0.13 -0.13
H -0.02 0.06 -0.18
H 0.03 0.04 -0.24
H -0.07 0.18 -0.14
H -0.15 0.21 0.22
H 0.19 -0.51 0.15
H 0.01 -0.25 -0.39
C 0.13 0.05 0.21
O -0.19 -0.04 -0.14
H 0.04 0.01 -0.01
H -0.06 0.02 -0.06
H -0.07 -0.02 -0.06
H 0.09 0.07 0.04
C -0.08 -0.06 0.13
O 0.15 0.42 -0.11
H 0.03 0.01 0.03
H 0.02 0.02 -0.05
H 0.03 0.00 -0.06
H 0.13 -0.24 0.27
C 0.06 0.01 -0.15
O 0.02 0.28 0.05
H -0.03 0.03 -0.02
H 0.00 0.00 0.06
H -0.01 -0.01 0.07
H -0.05 0.04 -0.12

Atomic partial charges in e from the Löwdin method, atoms 1 to 6: C -0.06; C -0.14; C -0.13; C 0.06; N 0.07; N 0.15

---

Record 2
A cluster of 2 separate species, C10H24NP in total in a non-equilibrium geometry. Source: the OMol25 dataset; level of theory: ωB97M-V with the def2-TZVPD basis set.

structure (SMILES) = CNP(C)C(C)(C)C.C=C(C)C
frontier orbital gap = 8.43 eV
multiplicity = 1
HOMO = -7.552 eV

Cartesian coordinates (Å):
C (0.75193, 1.43723, 3.03260)
C (-0.82640, 2.77781, 2.03998)
C (-1.43413, 0.61731, 3.27956)
C (0.07662, -0.28421, -4.18977)
C (1.80492, -1.45525, -2.73060)
C (0.00173, -2.75184, -3.79693)
C (-2.29663, -0.67425, -0.71318)
C (0.63950, -1.14373, 0.68945)
C (-0.47911, 1.26021, 2.37497)
C (0.48622, -1.34688, -3.50686)
N (-1.74465, -0.05391, 0.46686)
P (-0.10550, 0.51214, 0.64445)
H (0.50234, 2.17464, 3.79312)
H (0.98817, 0.49556, 3.53539)
H (1.46995, 1.80281, 2.34314)
H (-0.79379, 3.40626, 2.90912)
H (-1.75233, 2.78862, 1.55872)
H (-0.20989, 3.02992, 1.24163)
H (-2.07990, -0.15364, 2.79026)
H (-1.00690, 0.07116, 4.14368)
H (-2.07563, 1.45507, 3.64000)
H (-2.48229, 0.61963, 0.72390)
H (0.51497, 0.65714, -3.98995)
H (-0.78862, -0.38201, -4.78830)
H (1.73021, -2.20802, -1.96834)
H (2.18634, -0.49002, -2.52970)
H (2.48266, -1.84356, -3.47581)
H (0.08635, -3.02143, -4.82204)
H (0.41101, -3.53991, -3.00808)
H (-1.15991, -2.79957, -3.67322)
H (-3.34402, -0.88203, -0.31785)
H (-1.84359, -1.65029, -0.86297)
H (-2.34631, -0.05429, -1.62026)
H (0.32309, -1.67786, 1.64671)
H (0.37075, -1.60436, -0.32422)
H (1.76836, -1.14075, 0.83354)

Forces on the atoms, in the same order (eV/Å):
C 2.16 -0.59 2.73
C -0.78 -2.70 0.01
C -2.61 -0.93 0.81
C 0.07 -0.92 1.45
C -1.27 0.21 -1.79
C -2.89 -0.87 2.74
C -1.64 -0.62 0.90
C 1.12 -1.08 1.41
C -0.99 1.11 -3.14
C 1.59 -1.37 -0.43
N -0.61 0.89 0.04
P -1.30 0.86 -0.20
H 0.98 0.08 0.55
H 0.95 0.17 -0.06
H 1.31 0.36 -0.21
H 0.07 0.29 0.29
H -2.11 0.39 -0.37
H 1.72 1.10 -0.93
H 0.27 0.79 0.21
H 0.11 0.57 -0.38
H 0.04 -0.94 0.27
H 1.22 -0.09 0.35
H 0.29 0.94 -0.11
H -0.72 0.21 -0.75
H 0.19 0.24 0.76
H 0.40 0.90 1.13
H 0.44 -0.46 -0.25
H 0.80 -0.52 -0.73
H -0.68 1.54 -2.07
H 1.80 0.09 0.05
H 0.89 -0.07 -1.29
H 0.12 0.01 -0.48
H 0.21 -0.27 0.07
H -0.23 0.07 -1.63
H 0.34 0.27 1.78
H -1.26 0.34 -0.72

Atomic partial charges in e from the Löwdin method, atoms 1 to 6: C -0.18; C -0.10; C -0.10; C 0.03; C -0.08; C -0.10

---

Record 3
An isolated molecule of C10H24O2Si in a non-equilibrium geometry. Source: the OMol25 dataset; level of theory: ωB97M-V with the def2-TZVPD basis set.

structure (SMILES) = CC(C)(C)O[Si](C)(C)OC(C)(C)C
frontier orbital gap = 10.12 eV
multiplicity = 1
relative energy (zero: lowest compared OMol25 entry of this formula, charge and spin) = 30.8 kcal/mol
HOMO = -9.396 eV

Cartesian coordinates (Å):
O (0.57574, -0.11368, -0.48480)
O (-1.64362, -0.34146, 1.21473)
C (2.26653, 1.30865, -1.48069)
C (2.59279, -1.22281, -1.18451)
C (0.96039, -0.22521, -2.96084)
C (0.09408, 0.22026, 2.84582)
C (-0.72392, 1.97524, 1.24056)
C (-2.26843, 1.11859, 3.00200)
C (1.57264, -0.09056, -1.49474)
C (-1.11560, 0.74831, 2.06829)
C (-2.11640, -0.33388, -1.49005)
C (-0.72671, -2.76582, -0.13279)
Si (-0.90638, -0.92402, -0.16107)
H (2.65370, 1.50410, -0.48983)
H (3.05821, 1.37511, -2.18573)
H (1.46657, 2.03537, -1.56374)
H (2.37466, -2.04721, -1.80799)
H (2.70197, -1.54705, -0.16041)
H (3.60721, -0.89466, -1.40393)
H (0.29212, 0.62970, -3.34304)
H (0.36812, -1.15670, -2.87922)
H (1.79713, -0.32785, -3.62098)
H (0.82710, -0.29982, 2.22586)
H (-0.09533, -0.33997, 3.75824)
H (0.64437, 1.18390, 3.15238)
H (-0.46846, 2.83217, 1.93661)
H (0.17439, 1.74640, 0.55816)
H (-1.54186, 2.35445, 0.66445)
H (-1.84633, 1.81906, 3.74506)
H (-2.60131, 0.32246, 3.63765)
H (-3.15153, 1.51854, 2.40836)
H (-1.51173, -0.55142, -2.38474)
H (-2.37716, 0.69728, -1.35693)
H (-3.08985, -0.86841, -1.75880)
H (-0.03846, -2.79388, 0.73119)
H (-1.56351, -3.35865, 0.14753)
H (-0.24113, -3.18652, -0.99207)

Forces on the atoms, in the same order (eV/Å):
O -1.53 -0.71 0.55
O 1.49 0.51 0.25
C -1.54 -1.01 1.78
C 0.39 1.29 -0.49
C -0.87 -0.02 1.67
C 1.23 2.36 0.35
C 1.93 0.44 0.22
C 0.00 0.97 -0.31
C 0.36 0.80 -0.75
C -0.68 -1.28 -0.19
C -0.37 -1.99 -0.98
C 1.25 1.02 1.16
Si -1.15 1.47 -1.20
H 0.46 -0.13 0.37
H 0.41 0.21 -0.81
H 0.07 0.37 -0.68
H -0.15 -1.22 -0.55
H -0.77 0.13 0.46
H 0.09 0.11 -0.49
H 1.06 -1.17 1.03
H 0.28 0.33 -0.78
H 0.35 -0.27 -0.60
H -0.30 -0.10 -0.15
H -0.37 -0.15 -0.15
H -0.56 -1.43 -0.05
H -0.04 -1.03 -0.64
H -1.49 0.50 1.16
H -0.61 -0.07 -0.58
H -0.50 0.36 -0.54
H -0.22 -0.92 -0.10
H 1.17 -0.25 0.90
H -0.35 0.82 -0.15
H 0.22 0.70 -0.21
H 1.21 0.35 1.03
H 0.16 -0.63 -0.23
H -0.94 -0.19 0.10
H 0.33 -0.15 -0.44

Atomic partial charges in e from the Löwdin method, atoms 1 to 6: O -0.20; O -0.16; C -0.04; C -0.02; C -0.03; C -0.03

---

Record 4
An isolated molecule of C10H24O3Si in a non-equilibrium geometry. Source: the OMol25 dataset; level of theory: ωB97M-V with the def2-TZVPD basis set.

structure (SMILES) = CCCO[Si](C)(OCCC)OCCC
frontier orbital gap = 11.09 eV
multiplicity = 1
relative energy (zero: lowest compared OMol25 entry of this formula, charge and spin) = 0.0 kcal/mol
HOMO = -10.131 eV

Cartesian coordinates (Å):
O (0.53033, -1.47800, 0.95072)
O (-1.40441, 0.39545, 0.82702)
O (-0.32123, -0.39036, -1.56293)
C (2.70607, -3.11077, -0.08913)
C (-0.52903, 2.68621, 2.52851)
C (-0.94806, 1.33503, -3.81875)
C (1.83496, -0.91935, 0.89477)
C (-1.37786, 0.35168, 2.26787)
C (0.32786, 0.85848, -1.75446)
C (2.72047, -1.55998, -0.12865)
C (-1.59070, 1.71859, 2.89577)
C (-0.57647, 1.83428, -2.43917)
C (-2.00029, -2.21167, -0.16668)
Si (-0.68308, -0.85866, 0.00134)
H (1.70527, -3.48317, 0.01195)
H (3.30949, -3.52711, 0.74118)
H (3.19015, -3.50828, -0.98216)
H (-0.68875, 3.64959, 3.03665)
H (-0.57781, 2.88404, 1.45193)
H (0.47301, 2.31589, 2.72847)
H (-1.72253, 1.94689, -4.29350)
H (-1.36571, 0.31895, -3.78254)
H (-0.04434, 1.28723, -4.41194)
H (2.24681, -1.05367, 1.90501)
H (1.79079, 0.17673, 0.70320)
H (-0.35674, 0.05456, 2.53253)
H (-2.05493, -0.41701, 2.64239)
H (0.69431, 1.25066, -0.78503)
H (1.23172, 0.67430, -2.35837)
H (3.74406, -1.15424, -0.01890)
H (2.33706, -1.24921, -1.12099)
H (-2.55588, 2.14465, 2.53147)
H (-1.71283, 1.59327, 3.97509)
H (-1.48977, 1.97608, -1.81183)
H (-0.09695, 2.83000, -2.52174)
H (-2.89773, -1.72116, -0.45545)
H (-2.15309, -2.75136, 0.80064)
H (-1.69418, -2.88856, -0.92429)

Forces on the atoms, in the same order (eV/Å):
O -0.22 0.40 -1.12
O 0.41 0.09 0.03
O -0.06 -0.25 1.45
C 1.31 0.52 0.42
C 0.47 1.09 -0.47
C -0.64 -0.42 -0.05
C 0.18 0.69 1.11
C 1.00 0.12 -0.17
C 1.11 0.14 0.45
C 0.05 -0.69 -0.94
C -1.88 -0.41 -0.48
C -0.96 0.76 0.32
C 1.37 0.56 1.58
Si -1.70 -1.02 -0.12
H -0.48 -0.20 -0.13
H -0.38 0.39 -0.12
H -0.28 0.01 -0.13
H 0.25 -0.29 -0.10
H 0.05 0.00 0.11
H 0.18 0.00 0.24
H 0.38 0.10 -0.05
H 0.18 0.21 0.15
H 0.08 0.10 -0.49
H 0.06 0.08 -0.17
H 0.03 -0.48 0.20
H -0.16 -0.20 0.32
H -0.23 0.11 -0.04
H -0.25 0.07 -0.36
H -0.21 0.04 0.01
H -0.43 -0.20 -0.08
H 0.32 -0.12 0.30
H 0.40 -0.41 0.29
H 0.19 -0.05 -0.01
H 0.60 -0.10 -0.35
H -0.07 -0.48 0.14
H -0.92 0.31 -0.27
H 0.12 0.40 -0.79
H 0.13 -0.85 -0.68

Atomic partial charges in e from the Löwdin method, atoms 1 to 6: O -0.17; O -0.16; O -0.15; C -0.09; C -0.12; C -0.11

---

Record 5
A structure of composition C10H25CdClN4O8P2. Source: the OMol25 dataset; level of theory: ωB97M-V with the def2-TZVPD basis set.

frontier orbital gap = 7.39 eV
multiplicity = 1
HOMO = -7.003 eV

Cartesian coordinates (Å):
Cd (-0.44307, 0.20513, 0.04851)
C (1.98568, 2.45451, -0.18968)
C (2.97994, 1.37191, 0.19429)
N (2.63182, 0.04384, -0.28557)
C (2.19085, -0.88983, 0.52487)
C (0.77989, 1.01184, 4.06555)
N (-0.17208, 1.40791, 3.27012)
C (-0.40082, 2.76018, 2.74398)
C (0.65437, 3.21034, 1.75209)
N (0.67522, 2.42788, 0.50145)
H (2.48335, 3.42384, -0.04871)
H (1.79029, 2.36950, -1.26202)
H (3.92210, 1.66857, -0.27894)
H (3.16254, 1.30168, 1.26916)
H (2.46032, -0.07909, -1.28398)
H (3.26657, -1.60786, 2.65376)
H (3.22154, 0.19991, 3.32643)
H (2.01975, -1.56783, 4.08126)
H (1.31648, 1.93277, 4.37703)
H (-0.69293, 0.67028, 2.80858)
H (-1.39283, 2.82019, 2.29053)
H (-0.38929, 3.45205, 3.58857)
H (0.42347, 4.25810, 1.51628)
H (1.64057, 3.21067, 2.21940)
H (0.06850, 2.91464, -0.15414)
N (-1.71636, -2.72381, -2.01470)
C (-2.14278, -1.34455, -2.48077)
C (-3.08055, -1.48729, -3.67713)
P (-0.51189, -0.57843, -3.07062)
O (-0.92431, 0.31501, -4.33662)
O (0.26993, -1.77355, -3.48902)
O (0.05123, 0.39189, -2.05811)
P (-2.95184, -0.51732, -1.01734)
O (-4.49890, -0.90999, -1.22028)
O (-2.38856, -1.26291, 0.16313)
O (-2.71717, 0.95615, -1.07153)
H (-2.37732, -3.44490, -2.29415)
H (-1.63119, -2.72306, -0.98223)
H (-0.78397, -2.91331, -2.43630)
H (-2.57428, -1.96309, -4.52012)
H (-3.41785, -0.50358, -3.99615)
H (-3.95817, -2.07548, -3.40578)
H (-0.72410, -0.15533, -5.15465)
H (-5.06256, -0.12771, -1.24312)
Cl (2.06779, -1.18077, 2.78690)
C (1.15526, -2.65329, 2.21693)
C (0.98128, -2.89552, 0.87409)
O (0.36328, -3.73497, 0.25709)
O (1.66995, -1.92950, -0.05529)
H (0.06498, -0.50448, 1.52189)
H (0.65586, -3.23137, 2.97504)

Forces on the atoms, in the same order (eV/Å):
Cd 0.05 0.21 0.57
C -0.06 0.08 -0.09
C 0.56 0.10 -0.12
N -0.42 0.03 -0.35
C 0.47 -0.03 0.37
C -0.27 0.44 0.25
N 0.17 -0.07 -0.21
C 0.07 -0.01 0.27
C -0.13 0.27 -0.12
N 0.18 0.33 -0.62
H -0.05 -0.05 0.08
H -0.07 -0.05 0.04
H 0.03 -0.08 0.12
H -0.13 -0.01 0.03
H -0.02 0.10 0.01
H 0.16 -0.10 -0.12
H -0.03 0.00 0.11
H 0.01 0.31 -0.18
H 0.07 -0.18 0.18
H -0.13 0.02 -0.03
H -0.01 -0.16 0.00
H -0.02 0.01 -0.01
H 0.17 -0.01 0.04
H 0.00 -0.27 0.00
H -0.23 -0.11 0.16
N 0.20 0.00 0.08
C 0.01 0.08 -0.06
C 0.04 -0.08 0.00
P -0.05 -0.01 -0.07
O -0.02 0.03 0.01
O 0.01 0.01 -0.01
O -0.05 -0.18 0.14
P -0.06 -0.24 0.03
O -0.03 0.21 0.02
O -0.13 -0.10 -0.42
O 0.04 -0.04 0.04
H -0.04 0.01 0.05
H 0.03 -0.02 0.00
H -0.03 -0.01 -0.02
H 0.00 0.00 0.00
H 0.00 0.00 0.01
H 0.00 0.00 0.00
H 0.00 0.00 0.01
H 0.00 0.00 -0.02
Cl -0.06 -0.28 0.31
C 0.26 -0.18 -0.04
C 0.18 0.20 -0.20
O -0.27 0.01 -0.03
O -0.01 -0.45 -0.19
H -0.42 0.24 -0.04
H 0.01 0.03 0.04

Atomic partial charges in e from the Löwdin method, atoms 1 to 6: Cd 1.31; C -0.22; C -0.18; N 0.03; C -0.39; C -0.07

---

Record 6
A structure of composition C10H25ClGaNO4P. Source: the OMol25 dataset; level of theory: ωB97M-V with the def2-TZVPD basis set.

frontier orbital gap = 6.55 eV
total charge = -1
multiplicity = 1
HOMO = -3.799 eV

Cartesian coordinates (Å):
C (-4.13232, -4.28864, 3.74178)
O (-3.08048, -3.93469, 2.88855)
C (-3.34800, -4.13467, 1.50328)
C (-3.06483, -2.87947, 0.66607)
C (-1.93237, -3.05923, -0.35553)
C (-0.55174, -2.68677, 0.18866)
Ga (-0.31049, -0.74133, 0.59104)
O (1.11914, -0.09486, -0.43948)
C (1.71855, 1.10177, -0.08120)
C (1.82707, 2.05879, -1.27628)
N (1.79355, 3.46576, -0.86609)
C (2.82114, 4.32651, -1.40984)
C (2.49378, 4.82877, -2.81884)
C (2.98545, 3.92121, -3.93105)
O (3.08042, 6.13355, -2.94713)
P (0.34310, -0.35270, 2.89893)
O (-0.75497, -1.43354, 3.56383)
Cl (2.08796, -1.59911, 2.90730)
H (-3.73817, -4.31147, 4.75823)
H (-4.54311, -5.27931, 3.50340)
H (-4.95550, -3.56095, 3.70622)
H (-4.39240, -4.44892, 1.38697)
H (-2.72051, -4.96510, 1.15694)
H (-2.81590, -2.07323, 1.36032)
H (-3.98295, -2.57751, 0.15396)
H (-1.95434, -4.10967, -0.68519)
H (-2.14585, -2.46911, -1.25240)
H (0.21970, -2.95088, -0.54302)
H (-0.33813, -3.27298, 1.09026)
H (-1.60569, 0.19435, 0.36632)
H (1.17080, 1.63753, 0.71973)
H (2.72840, 0.91491, 0.32357)
H (1.00773, 1.81117, -1.95738)
H (2.76778, 1.86842, -1.81225)
H (1.77790, 3.51996, 0.14246)
H (3.81213, 3.83782, -1.42855)
H (2.90708, 5.21741, -0.78490)
H (1.40337, 4.92206, -2.87778)
H (4.07890, 3.88911, -3.92729)
H (2.64397, 4.27543, -4.90808)
H (2.61402, 2.90555, -3.79613)
H (3.35310, 6.25843, -3.85879)
H (-0.38729, -1.86437, 4.33938)

Forces on the atoms, in the same order (eV/Å):
C -0.04 0.00 0.01
O 0.03 -0.04 0.01
C -0.01 0.02 0.02
C -0.02 0.00 0.01
C -0.01 -0.04 -0.03
C 0.05 -0.15 0.02
Ga -0.18 0.09 0.00
O 0.10 0.00 0.00
C -0.03 -0.06 0.04
C 0.14 0.01 -0.02
N -0.03 -0.09 0.02
C 0.06 0.02 -0.06
C -0.10 0.04 0.00
C 0.00 -0.06 0.04
O 0.08 -0.02 0.06
P 0.09 -0.07 0.12
O 0.02 -0.07 -0.28
Cl 0.01 -0.02 -0.05
H -0.01 0.01 -0.01
H 0.04 0.00 0.04
H 0.02 -0.02 -0.04
H 0.02 0.02 -0.03
H 0.00 0.02 0.02
H 0.00 0.00 -0.03
H 0.00 -0.02 0.01
H 0.01 0.04 -0.07
H -0.02 0.06 0.07
H 0.00 -0.01 0.03
H 0.00 0.03 -0.01
H 0.02 0.01 -0.02
H -0.07 -0.02 -0.08
H -0.02 0.10 0.03
H -0.03 0.10 0.02
H -0.05 -0.11 0.00
H 0.05 0.03 -0.02
H -0.01 0.06 -0.01
H -0.04 -0.03 0.02
H 0.03 0.02 0.02
H -0.02 -0.03 0.01
H 0.02 0.02 0.01
H -0.02 0.03 -0.02
H -0.03 0.00 -0.07
H -0.04 0.12 0.20

Atomic partial charges in e from the Löwdin method, atoms 1 to 6: C -0.14; O -0.20; C -0.22; C -0.19; C -0.32; C -0.28